Record 1
Entry from the Open Molecules 2025 dataset: C34H39Cl75O4S as an isolated structure at a distorted geometry (wB97M-V/def2-TZVPD).

## Properties
HOMO level: -8.98 eV
spin multiplicity: 1

Last column: Löwdin charge in e.
CARTESIAN COORDINATES (ANGSTROEM)
C (4.10911, -2.84861, 4.19985)  -0.26
C (3.21249, -1.96694, 4.62685)  -0.25
C (2.37636, -0.58832, 4.87291)  -0.16
C (1.68842, -0.13683, 3.47798)  -0.21
C (0.11947, 0.22004, 3.57708)  -0.12
C (-0.86455, -1.05178, 3.72821)  -0.47
O (-0.24230, -2.25305, 4.24726)  -0.04
C (-2.11918, -0.54041, 4.66255)  -0.10
C (-3.10141, -1.73159, 5.12730)  -0.24
O (-3.86053, -2.31276, 4.02368)  -0.26
S (-2.86715, -2.79201, 2.75310)  0.78
O (-3.78292, -2.93273, 1.53203)  -0.37
O (-2.27360, -4.14011, 3.07908)  -0.32
C (-1.57060, -1.49584, 2.30966)  -0.11
H (4.98096, -3.44679, 3.72694)  0.03
H (1.51916, -0.86505, 5.59506)  0.10
H (3.03513, 0.21130, 5.36766)  0.11
H (1.91710, -0.90146, 2.63892)  0.09
H (2.22524, 0.84969, 3.15837)  0.09
H (-0.16622, 0.73776, 2.56963)  0.13
H (-0.07128, 0.98001, 4.41707)  0.12
H (-0.37848, -2.32375, 5.22234)  0.11
H (-1.66006, 0.00534, 5.57784)  0.13
H (-2.73521, 0.23764, 4.05772)  0.15
H (-3.88842, -1.24316, 5.83660)  0.13
H (-2.54874, -2.52965, 5.75978)  0.08
H (-2.03921, -0.55457, 1.84071)  0.13
H (-0.78953, -1.98727, 1.60128)  0.12
C (7.23126, -1.21575, 5.89166)  -1.44
Cl (6.95660, -1.13828, 7.63827)  0.50
Cl (8.25558, -2.60099, 5.48263)  0.49
Cl (5.68821, -1.30885, 5.02174)  0.64
H (7.74581, -0.30521, 5.58432)  0.02
C (5.01463, -0.10553, 1.29483)  -1.50
Cl (4.50456, -1.48615, 2.28456)  0.62
Cl (4.92047, 1.39826, 2.22663)  0.55
Cl (6.65783, -0.35492, 0.68186)  0.47
H (4.33969, -0.02446, 0.44490)  -0.05
C (2.70391, -2.49216, -1.67265)  -1.49
Cl (4.18542, -1.91492, -0.89410)  0.56
Cl (1.28846, -2.10430, -0.67927)  0.56
Cl (2.53759, -1.79473, -3.28944)  0.53
H (2.76729, -3.57656, -1.77167)  -0.08
C (-5.00502, -3.78271, 7.82166)  -1.51
Cl (-3.47999, -2.94498, 8.15084)  0.56
Cl (-5.17739, -5.19627, 8.87137)  0.51
Cl (-6.37567, -2.68251, 8.03023)  0.53
H (-4.99282, -4.12329, 6.78646)  0.02
C (8.60069, -6.22170, 3.74891)  -1.54
Cl (10.13747, -5.39850, 4.04995)  0.50
Cl (8.42107, -7.61964, 4.81986)  0.53
Cl (7.24575, -5.10275, 3.95827)  0.50
H (8.59882, -6.57606, 2.71931)  -0.04
C (6.32410, -0.14031, -4.50041)  -1.53
Cl (6.04686, -0.05419, -2.75496)  0.48
Cl (7.34723, -1.52719, -4.90415)  0.52
Cl (4.78105, -0.23091, -5.36049)  0.45
H (6.83956, 0.76757, -4.81199)  -0.08
C (0.85571, -0.12684, -6.86526)  -1.50
Cl (2.39879, -0.98878, -6.95328)  0.50
Cl (-0.48845, -1.27152, -6.73232)  0.54
Cl (0.85029, 1.00017, -5.50026)  0.51
H (0.72907, 0.44603, -7.78337)  0.02
C (-2.93271, 1.18988, -4.51240)  -1.51
Cl (-2.51735, 1.00627, -2.79990)  0.50
Cl (-4.62729, 0.76011, -4.79311)  0.46
Cl (-2.61065, 2.84524, -5.05182)  0.50
H (-2.30608, 0.51205, -5.09185)  -0.02
C (-8.60362, -7.44150, 10.15292)  -1.54
Cl (-8.22429, -7.65362, 11.86883)  0.52
Cl (-10.28861, -7.87747, 9.83017)  0.52
Cl (-8.28341, -5.77628, 9.64644)  0.49
H (-7.96115, -8.10511, 9.57518)  0.02
C (-4.28897, 3.37274, -8.98043)  -1.55
Cl (-5.34257, 3.27399, -10.39945)  0.52
Cl (-4.75614, 2.16593, -7.77316)  0.50
Cl (-2.59508, 3.16094, -9.44808)  0.50
H (-4.40137, 4.36203, -8.53793)  0.01
C (0.48399, -5.52943, -1.87824)  -1.53
Cl (-0.54626, -5.62279, -3.31393)  0.53
Cl (-0.00922, -6.73301, -0.67909)  0.54
Cl (2.18601, -5.75090, -2.31868)  0.57
H (0.36960, -4.53950, -1.43776)  -0.04
C (-3.06979, 6.43365, -12.42216)  -1.53
Cl (-3.31593, 6.52134, -10.67138)  0.51
Cl (-2.04429, 5.05231, -12.83761)  0.51
Cl (-4.62307, 6.33048, -13.26402)  0.52
H (-2.56538, 7.34422, -12.74339)  0.02
C (3.05826, 4.70716, -6.33285)  -1.53
Cl (3.72542, 3.07485, -6.47529)  0.50
Cl (2.48712, 5.28608, -7.90498)  0.53
Cl (1.74724, 4.73995, -5.14403)  0.51
H (3.84979, 5.37245, -5.98907)  0.01
C (4.06959, -2.99627, 9.69071)  -1.53
Cl (5.55066, -2.42256, 10.47348)  0.49
Cl (2.65458, -2.61914, 10.68615)  0.52
Cl (3.90201, -2.28709, 8.07792)  0.52
H (4.13549, -4.07846, 9.58398)  -0.04
C (9.89408, -3.54062, 0.33768)  -1.50
Cl (10.25689, -2.77661, 1.89474)  0.51
Cl (9.34675, -5.20776, 0.57341)  0.55
Cl (8.67808, -2.60816, -0.54862)  0.51
H (10.80792, -3.56089, -0.25504)  0.02
C (8.73097, 1.45430, -7.68876)  -1.51
Cl (9.12358, 1.26417, -5.97343)  0.54
Cl (7.03769, 1.03456, -7.98822)  0.53
Cl (9.06608, 3.10768, -8.22401)  0.53
H (9.35980, 0.77402, -8.26204)  0.02
C (2.62415, 6.75915, -1.88879)  -1.54
Cl (4.10321, 6.58579, -2.84476)  0.51
Cl (2.45582, 5.41138, -0.75458)  0.53
Cl (2.61995, 8.30393, -1.02422)  0.54
H (1.77272, 6.74405, -2.56855)  0.00
C (7.72748, 3.54956, -2.18009)  -1.51
Cl (6.69700, 3.45785, -3.61808)  0.52
Cl (7.23296, 2.34442, -0.98220)  0.48
Cl (9.42804, 3.32890, -2.61914)  0.53
H (7.61278, 4.53915, -1.73901)  0.02
C (-8.67662, 1.36000, -4.93197)  -1.47
Cl (-8.92215, 1.45096, -3.18067)  0.44
Cl (-7.65269, -0.02184, -5.34744)  0.50
Cl (-10.23130, 1.25605, -5.77338)  0.54
H (-8.17175, 2.26992, -5.25506)  0.02
C (2.14895, 11.87225, -2.66747)  -1.55
Cl (3.29868, 13.15858, -2.27228)  0.52
Cl (0.48958, 12.48670, -2.62484)  0.52
Cl (2.51433, 11.17692, -4.25340)  0.51
H (2.24294, 11.08635, -1.91895)  -0.03
C (-6.28299, -1.73023, -2.00466)  -1.49
Cl (-5.14241, -0.43090, -1.62822)  0.49
Cl (-7.94632, -1.12605, -1.95824)  0.50
Cl (-5.92125, -2.43713, -3.58733)  0.50
H (-6.17807, -2.50898, -1.24983)  0.02
C (6.80900, -6.27939, 10.07444)  -1.52
Cl (5.06681, -6.59554, 10.10709)  0.54
Cl (7.19966, -5.07380, 8.83938)  0.52
Cl (7.37377, -5.74671, 11.66491)  0.52
H (7.32086, -7.20735, 9.82199)  0.02
C (-14.04221, 2.00751, -5.03365)  -1.54
Cl (-15.24439, 1.03748, -5.89708)  0.53
Cl (-14.63905, 3.65404, -4.77742)  0.52
Cl (-13.62457, 1.25007, -3.48942)  0.53
H (-13.14131, 2.06037, -5.64406)  -0.02
C (-12.17647, 2.58344, -0.31590)  -1.52
Cl (-10.70240, 2.41389, -1.28125)  0.48
Cl (-12.32720, 1.24213, 0.82903)  0.53
Cl (-12.18537, 4.13454, 0.53859)  0.55
H (-13.03262, 2.55771, -0.98945)  -0.02
C (-8.84840, 3.44822, 2.15863)  -1.56
Cl (-7.37430, 3.27891, 1.19327)  0.51
Cl (-8.99900, 2.10692, 3.30372)  0.51
Cl (-8.85733, 4.99896, 3.01294)  0.51
H (-9.70546, 3.42233, 1.48447)  -0.06

Record 2
Entry from the Open Molecules 2025 dataset: a 2-piece molecular cluster, C5H16N2Si2 overall at a distorted geometry (wB97M-V/def2-TZVPD).

## Properties
HOMO level: -8.86 eV
energy relative to the best compared isomer or geometry (same formula, charge and spin): 0.2797 eV
spin multiplicity: 1

Last column: Löwdin charge in e.
CARTESIAN COORDINATES (ANGSTROEM)
C (-1.38450, 0.93229, 0.26872)  -0.05
C (-2.43626, -0.47489, -1.51336)  -0.06
C (-2.78743, -1.01695, 0.91044)  -0.08
C (2.44006, 2.32219, 0.37988)  -0.19
C (-2.18120, -0.07965, -0.08850)  -0.43
N (3.05973, -0.65847, -0.59437)  -0.19
N (1.14602, -0.46840, 0.70290)  -0.25
Si (2.06013, -1.81032, 0.22185)  0.36
Si (1.84030, 0.67239, -0.33634)  0.39
H (0.20060, -0.32255, 1.03943)  0.00
H (-0.76993, 1.62229, -0.35761)  0.04
H (-1.14728, 1.21603, 1.31872)  0.08
H (-3.24278, -1.08456, -1.79189)  0.06
H (-1.54162, -1.02458, -1.78419)  0.08
H (-2.38385, 0.44061, -2.07791)  0.08
H (-2.84917, -0.43916, 1.84734)  0.08
H (-3.79714, -1.27186, 0.65233)  0.06
H (-2.14707, -1.98318, 1.10781)  0.12
H (3.35406, 2.83395, -0.00192)  0.05
H (1.66526, 3.01878, 0.26645)  -0.01
H (2.57504, 2.27413, 1.39716)  -0.01
H (3.95649, -0.82210, -0.93903)  -0.02
H (1.03689, -2.44061, -0.67015)  -0.04
H (2.41775, -2.39365, 1.46950)  -0.06
H (0.91592, 0.95825, -1.42725)  -0.02

Record 3
Entry from the Open Molecules 2025 dataset: C36H26N5PRe as an isolated structure (wB97M-V/def2-TZVPD).

## Properties
HOMO level (spin up / spin down): -12.44 / -13.79 eV
spin multiplicity: 4
net charge: +2
<S²>: 3.801

Last column: Mulliken spin population.
CARTESIAN COORDINATES (ANGSTROEM)
Re (0.91243, -0.91720, -1.22044)  1.90
C (-0.97006, 5.42232, -0.28840)  0.00
C (-0.46918, 5.19102, 0.98346)  0.00
C (-0.24343, 3.88516, 1.40286)  0.00
C (-0.55301, 2.90146, 0.49123)  0.03
N (-1.01049, 3.08225, -0.72823)  0.00
C (-1.21989, 4.34098, -1.11787)  0.00
N (-0.39768, 1.43715, 0.75710)  -0.01
C (0.92930, 0.98502, 1.12320)  0.37
N (1.64628, 0.34333, 0.11955)  0.10
C (2.97537, 0.24444, 0.58611)  -0.01
N (4.00285, -0.24347, -0.00835)  0.14
C (4.01599, -0.79190, -1.26041)  -0.02
C (5.27917, -1.00859, -1.83234)  0.03
C (5.38624, -1.57776, -3.07519)  0.03
C (4.22374, -1.95502, -3.75805)  0.01
C (3.02016, -1.73230, -3.15234)  0.03
N (2.89515, -1.15164, -1.92840)  0.00
C (3.01107, 0.80829, 1.92591)  0.10
C (4.07243, 0.91598, 2.80884)  -0.07
C (3.82614, 1.47938, 4.04865)  0.14
C (2.53924, 1.91698, 4.39915)  -0.07
C (1.47719, 1.81831, 3.52662)  0.15
C (1.71525, 1.26130, 2.25774)  -0.11
H (-1.15823, 6.42617, -0.64091)  0.00
H (-0.25002, 6.01537, 1.64794)  0.00
H (0.18090, 3.67552, 2.37326)  0.00
H (-1.59667, 4.47846, -2.12277)  0.00
H (6.14396, -0.71352, -1.25726)  0.00
H (6.35833, -1.74232, -3.51978)  0.00
H (4.25955, -2.41773, -4.73286)  0.00
H (2.08875, -2.01952, -3.62913)  0.02
H (5.05670, 0.56504, 2.53166)  0.00
H (4.63098, 1.57738, 4.76381)  0.00
H (2.37794, 2.33248, 5.38463)  0.00
H (0.49205, 2.12849, 3.84420)  0.01
C (-2.93083, 0.62235, 3.40798)  0.00
C (-1.94821, 1.30269, 2.70120)  0.01
C (-1.49349, 0.76621, 1.51682)  0.04
C (-2.00172, -0.41423, 0.97680)  -0.01
C (-2.97865, -1.07930, 1.71484)  0.00
C (-3.43497, -0.57442, 2.92230)  0.00
P (-1.45817, -1.03739, -0.64950)  0.05
C (-2.76732, -0.68730, -1.81923)  -0.05
C (-2.49310, 0.18025, -2.87388)  0.01
C (-3.47752, 0.46743, -3.80800)  0.01
C (-4.73161, -0.11135, -3.68869)  0.00
C (-5.01087, -0.97597, -2.63561)  0.00
C (-4.03374, -1.26298, -1.69991)  0.00
C (-1.05479, -2.78857, -0.46960)  0.02
C (-1.75216, -3.95860, -0.21641)  -0.01
C (-1.02212, -5.13791, -0.14068)  0.04
C (0.36412, -5.14707, -0.30629)  -0.02
C (1.06012, -3.97696, -0.56683)  0.11
C (0.33901, -2.78466, -0.67197)  -0.02
H (-3.29828, 1.03308, 4.33806)  0.00
H (-1.57285, 2.24479, 3.07531)  0.00
H (-0.50509, 1.08423, -0.21159)  0.03
H (-3.39024, -2.00967, 1.34551)  0.00
H (-4.19178, -1.11083, 3.47752)  0.00
H (-1.51632, 0.64250, -2.96601)  -0.01
H (-3.26420, 1.13892, -4.62840)  0.00
H (-5.49848, 0.10898, -4.41895)  0.00
H (-5.99062, -1.42516, -2.54847)  0.00
H (-4.26331, -1.93836, -0.88486)  0.00
H (-2.82680, -3.97686, -0.08985)  0.00
H (-1.53598, -6.07033, 0.05185)  0.00
H (0.89688, -6.08601, -0.23648)  0.00
H (2.13456, -3.99881, -0.70017)  0.00

Number 1: DFT total energy -36532.0397 a.u., M 3202.72 g/mol. Number 2: DFT total energy -888.6103 a.u., M 160.37 g/mol. Number 3: DFT total energy -2080.2888 a.u., M 745.82 g/mol.